No. 1
ORCA calculation (the ωB97M-V functional and the def2-TZVPD basis) on a 11-piece molecular cluster, C39H64N2O13 overall at a distorted geometry.

Calculated values
**Net charge**: 0
**Energy above the lowest of the compared OMol25 structures with the same formula, charge and spin**: 1.771 eV
**SMILES**: O=[N+]([O-])c1ccccc1.O=[N+]([O-])c1ccccc1.CC(C)=O.CC(C)=O.CC(C)=O.CC(C)=O.CC(C)=O.CC(C)=O.CC(C)=O.CC(C)=O.CC(C)=O

Each line ends with the Löwdin charge.
Positions of all 118 atoms, in Å:
1 C 3.95 5.21 -5.86  -0.0768
2 C 2.97 5.46 -4.93  -0.0483
3 C 3.09 4.78 -3.70  0.0052
4 C 4.15 3.92 -3.45  -0.1259
5 C 5.19 3.73 -4.41  0.0052
6 C 5.01 4.34 -5.60  -0.0848
7 N 4.22 3.14 -2.20  -0.3317
8 O 3.18 3.13 -1.52  0.0365
9 O 5.17 2.45 -1.94  0.0913
10 H 3.97 5.70 -6.82  0.1076
11 H 2.17 6.17 -5.07  0.1100
12 H 2.43 4.92 -2.85  0.1159
13 H 5.90 2.98 -4.11  0.1160
14 H 5.64 4.17 -6.46  0.1094
15 C 1.78 -0.98 2.31  -0.0312
16 C 2.33 0.07 1.56  -0.0398
17 C 1.65 0.62 0.41  0.0103
18 C 0.29 0.32 0.20  -0.1101
19 C -0.31 -0.69 1.05  -0.0230
20 C 0.42 -1.33 2.06  -0.0467
21 N -0.56 0.99 -0.84  -0.3632
22 O -0.09 1.82 -1.60  0.0789
23 O -1.68 0.63 -1.01  0.0600
24 H 2.38 -1.47 3.06  0.0865
25 H 3.37 0.34 1.69  0.0836
26 H 2.24 1.33 -0.16  0.0869
27 H -1.32 -1.06 0.99  0.0869
28 H -0.05 -2.11 2.65  0.0864
29 C -5.60 1.11 -3.69  -0.0103
30 C -4.61 1.92 -2.87  -0.4987
31 O -3.68 2.57 -3.35  0.0413
32 C -4.78 1.88 -1.42  -0.0328
33 H -5.13 0.15 -3.90  0.0917
34 H -5.82 1.70 -4.58  0.0838
35 H -6.54 0.98 -3.17  0.0793
36 H -5.16 0.88 -1.21  0.0919
37 H -5.33 2.76 -1.08  0.1054
38 H -3.75 1.85 -1.06  0.0583
39 C -1.47 3.82 3.32  -0.0322
40 C -0.32 4.30 2.63  -0.4944
41 O 0.30 5.34 2.95  0.0430
42 C 0.19 3.46 1.48  -0.0135
43 H -1.94 4.66 3.83  0.0984
44 H -1.11 3.09 4.04  0.1112
45 H -2.18 3.43 2.58  0.0730
46 H -0.49 2.98 0.79  0.0658
47 H 0.78 2.62 1.86  0.0723
48 H 0.83 4.08 0.86  0.0927
49 C -1.86 -4.01 -4.65  -0.0296
50 C -1.48 -3.43 -3.35  -0.4184
51 O -2.25 -3.61 -2.37  0.0177
52 C -0.37 -2.34 -3.26  -0.0092
53 H -2.71 -3.48 -5.09  0.0885
54 H -2.27 -5.01 -4.49  0.0851
55 H -0.91 -4.20 -5.15  0.0874
56 H -0.11 -1.88 -4.21  0.0636
57 H 0.55 -2.67 -2.77  0.0633
58 H -0.73 -1.56 -2.59  0.0657
59 C 4.42 -3.29 2.17  -0.0232
60 C 4.22 -3.43 3.64  -0.5107
61 O 4.29 -2.47 4.38  0.0509
62 C 3.77 -4.72 4.24  -0.0188
63 H 5.23 -3.93 1.84  0.0888
64 H 4.79 -2.28 1.95  0.0829
65 H 3.51 -3.50 1.62  0.0799
66 H 4.57 -5.24 4.77  0.0872
67 H 3.27 -5.46 3.61  0.0807
68 H 3.04 -4.40 4.98  0.0854
69 C -2.54 -5.13 5.76  -0.0223
70 C -2.18 -4.18 4.62  -0.4538
71 O -1.11 -4.39 4.04  0.0376
72 C -3.13 -3.06 4.29  -0.0273
73 H -2.10 -4.83 6.71  0.0865
74 H -2.28 -6.16 5.51  0.0841
75 H -3.63 -5.17 5.78  0.0720
76 H -3.25 -2.50 5.22  0.0799
77 H -4.10 -3.47 4.00  0.1033
78 H -2.71 -2.49 3.46  0.0697
79 C -1.80 -3.80 0.59  -0.0222
80 C -0.71 -4.84 0.28  -0.4334
81 O -0.74 -5.99 0.73  0.0303
82 C 0.49 -4.38 -0.58  -0.0108
83 H -2.75 -4.33 0.60  0.0983
84 H -1.76 -3.01 -0.17  0.0454
85 H -1.42 -3.39 1.52  0.0446
86 H 0.33 -4.76 -1.59  0.0771
87 H 1.40 -4.75 -0.11  0.0791
88 H 0.35 -3.30 -0.58  0.0492
89 C -2.98 1.14 -6.78  -0.0184
90 C -2.36 0.23 -5.71  -0.4437
91 O -2.77 -0.93 -5.56  0.0239
92 C -1.30 0.75 -4.81  -0.0299
93 H -4.00 0.83 -6.98  0.0790
94 H -2.37 1.22 -7.68  0.0823
95 H -3.04 2.18 -6.45  0.0718
96 H -1.64 0.75 -3.77  0.0660
97 H -1.21 1.80 -5.09  0.0789
98 H -0.32 0.27 -4.80  0.0795
99 C 4.42 2.88 1.79  -0.0361
100 C 5.54 2.65 2.75  -0.4634
101 O 6.02 1.53 2.86  0.0568
102 C 6.01 3.83 3.64  -0.0138
103 H 4.70 3.73 1.17  0.0851
104 H 3.42 3.05 2.20  0.0863
105 H 4.27 2.08 1.06  0.0513
106 H 6.75 3.62 4.42  0.0779
107 H 5.13 4.37 4.00  0.0787
108 H 6.58 4.47 2.96  0.0762
109 C -4.06 -0.03 4.58  -0.0458
110 C -4.12 -0.21 3.15  -0.5198
111 O -4.72 -1.15 2.68  0.0722
112 C -3.31 0.75 2.26  -0.0005
113 H -4.29 0.95 4.99  0.0930
114 H -3.20 -0.45 5.10  0.0844
115 H -4.88 -0.65 4.95  0.0944
116 H -3.50 0.62 1.19  0.0697
117 H -2.25 0.66 2.48  0.0713
118 H -3.59 1.74 2.62  0.0670


No. 2
ORCA calculation (the ωB97M-V functional and the def2-TZVPD basis) on a 7-piece molecular cluster, C39H66BBr12Cl2F5NO6S overall at a distorted geometry.

Calculated values
**Net charge**: -1
**Energy above the lowest of the compared OMol25 structures with the same formula, charge and spin**: 0.000 eV

Each line ends with the Löwdin charge.
Positions of all 133 atoms, in Å:
1 C 8.01 3.05 2.26  -0.1517
2 O 8.80 1.89 2.11  -0.1824
3 C 8.17 0.88 1.35  -0.2462
4 C 8.75 0.76 -0.05  -0.1708
5 C 7.92 -0.23 -0.90  -0.2044
6 C 6.90 0.44 -1.81  -0.2069
7 C 5.65 0.96 -1.08  -0.1967
8 C 5.72 2.45 -0.71  -0.1880
9 C 4.94 3.32 -1.72  -0.2005
10 C 3.71 4.03 -1.14  -0.1919
11 C 2.67 4.32 -2.24  -0.2255
12 C 1.23 4.15 -1.74  -0.0903
13 B 0.69 2.60 -1.51  -0.7111
14 C 1.69 1.50 -2.17  -0.0616
15 C 1.68 1.43 -3.72  -0.2655
16 C 0.96 2.53 -4.45  -0.5523
17 Cl 1.01 2.16 -6.24  0.4842
18 O -0.70 2.28 -2.00  0.0017
19 C -1.42 1.65 -0.97  -0.3681
20 C -2.88 1.86 -1.38  -0.1149
21 C -3.25 1.05 -2.62  -0.1431
22 C -4.23 -0.09 -2.30  -0.1500
23 C -4.17 -1.20 -3.30  -0.4360
24 F -4.64 -0.75 -4.49  0.1186
25 F -2.91 -1.65 -3.45  0.1333
26 C -5.06 -2.45 -2.92  -0.4870
27 F -4.33 -3.58 -3.02  0.0970
28 F -5.49 -2.38 -1.65  0.1426
29 F -6.13 -2.57 -3.72  0.1538
30 C -1.20 0.12 -0.94  -0.0664
31 C -0.09 -0.48 -0.06  -0.0835
32 C -0.56 -1.71 0.69  -0.5234
33 O -1.45 -2.45 0.34  0.0844
34 O 0.14 -2.00 1.82  0.0851
35 C -0.88 2.53 0.22  -0.4060
36 C -1.32 2.36 1.66  -0.0565
37 C -1.54 0.97 2.19  -0.6897
38 O -0.73 0.36 2.85  0.0288
39 Cl -3.12 0.19 1.87  0.7265
40 N -1.45 3.94 -0.16  0.1590
41 C -1.12 4.92 0.49  -0.7951
42 S -0.72 6.20 1.31  0.6695
43 O 0.44 2.47 0.01  0.0590
44 H 6.96 2.82 2.41  0.0564
45 H 8.36 3.60 3.14  -0.0049
46 H 8.12 3.71 1.40  0.0881
47 H 7.10 1.01 1.28  0.0999
48 H 8.36 -0.06 1.87  0.1238
49 H 9.78 0.41 0.03  0.1062
50 H 8.76 1.74 -0.52  0.1034
51 H 8.61 -0.84 -1.48  0.1000
52 H 7.41 -0.91 -0.22  0.1061
53 H 6.57 -0.32 -2.51  0.1017
54 H 7.37 1.22 -2.41  0.1133
55 H 5.52 0.36 -0.18  0.0990
56 H 4.79 0.74 -1.71  0.0886
57 H 5.37 2.63 0.30  0.0988
58 H 6.76 2.72 -0.80  0.0838
59 H 4.69 2.69 -2.57  0.0921
60 H 5.59 4.10 -2.13  0.1056
61 H 3.26 3.34 -0.43  0.1048
62 H 4.02 4.94 -0.65  0.1098
63 H 2.80 5.38 -2.48  0.1034
64 H 2.92 3.78 -3.14  0.0788
65 H 1.24 4.63 -0.76  0.0771
66 H 0.55 4.76 -2.34  0.1002
67 H 2.73 1.56 -1.83  0.0703
68 H 1.38 0.52 -1.83  0.0652
69 H 1.26 0.49 -4.05  0.0937
70 H 2.71 1.41 -4.08  0.0923
71 H -0.09 2.59 -4.22  0.0631
72 H 1.38 3.52 -4.36  0.0510
73 H -3.52 1.55 -0.55  0.0710
74 H -3.10 2.91 -1.57  0.1135
75 H -3.79 1.69 -3.31  0.1176
76 H -2.38 0.71 -3.18  0.1109
77 H -5.25 0.32 -2.38  -0.0019
78 H -4.13 -0.45 -1.28  0.1053
79 H -0.97 -0.16 -1.95  0.1269
80 H -2.12 -0.34 -0.62  0.0692
81 H 0.72 -0.85 -0.67  0.1249
82 H 0.36 0.20 0.65  0.1078
83 H 0.86 -1.37 1.92  0.1042
84 H -0.56 2.78 2.31  0.1408
85 H -2.23 2.91 1.89  0.1192
86 Br -6.88 -7.75 -5.15  0.5965
87 C -5.70 -6.23 -4.85  -0.7115
88 C -5.72 -5.27 -6.01  -0.6988
89 Br -4.69 -5.93 -7.51  0.6046
90 H -4.71 -6.63 -4.65  0.0192
91 H -6.08 -5.75 -3.95  0.0498
92 H -5.25 -4.33 -5.73  0.0439
93 H -6.73 -5.07 -6.37  0.0502
94 Br -4.66 -7.96 -0.08  0.5968
95 C -3.51 -6.41 0.24  -0.6725
96 C -3.54 -5.47 -0.93  -0.6851
97 Br -2.49 -6.14 -2.43  0.6404
98 H -2.52 -6.80 0.45  0.0548
99 H -3.91 -5.93 1.13  0.0075
100 H -3.09 -4.52 -0.66  0.0523
101 H -4.54 -5.29 -1.30  0.0355
102 Br -5.86 4.15 1.33  0.6142
103 C -7.60 3.49 0.79  -0.7064
104 C -7.64 1.98 0.65  -0.6652
105 Br -6.76 1.39 -0.98  0.7707
106 H -7.85 3.99 -0.14  0.0473
107 H -8.29 3.81 1.57  0.0535
108 H -8.67 1.64 0.57  0.0555
109 H -7.15 1.47 1.47  0.0515
110 Br -3.89 -7.10 4.65  0.5930
111 C -5.82 -7.11 4.78  -0.6857
112 C -6.45 -7.06 3.41  -0.6851
113 Br -6.33 -5.27 2.65  0.6234
114 H -6.10 -6.27 5.39  0.0499
115 H -6.08 -8.04 5.29  0.0562
116 H -7.51 -7.28 3.46  0.0568
117 H -5.97 -7.73 2.70  0.0090
118 Br 8.62 3.15 5.74  0.6828
119 C 7.15 3.83 6.82  -0.6882
120 C 5.82 3.33 6.33  -0.6921
121 Br 5.24 4.26 4.72  0.6370
122 H 7.22 4.91 6.80  0.0481
123 H 7.35 3.48 7.82  0.0539
124 H 5.05 3.53 7.07  0.0553
125 H 5.83 2.27 6.09  0.0517
126 Br -0.28 -2.00 7.71  0.5850
127 C -0.31 -2.01 5.76  -0.6953
128 C -1.71 -2.09 5.22  -0.6976
129 Br -2.44 -3.89 5.37  0.5920
130 H 0.31 -2.84 5.44  0.0506
131 H 0.16 -1.08 5.46  0.0526
132 H -1.72 -1.87 4.15  0.0318
133 H -2.40 -1.43 5.73  0.0516